Here is a 6-piece molecular cluster, C50H116N4O6PS overall in a non-equilibrium geometry from OMol25. Energies are from wB97M-V/def2-TZVPD.

```
178
Properties=species:S:1:pos:R:3:mulliken_charge:R:1
S -0.18 0.79 0.64 0.409
O 0.01 -0.59 1.02 -0.737
O -1.32 1.25 1.43 -0.764
O 1.03 1.50 1.04 -0.503
O -0.50 0.98 -0.74 -0.511
C 4.95 -2.92 -2.56 -1.345
C 4.45 -3.06 -1.14 -0.425
C 2.96 -3.45 -1.11 -0.921
C 1.93 -2.37 -1.50 0.206
P 0.26 -3.11 -1.84 0.584
C -0.40 -3.91 -0.27 -0.444
C -1.68 -4.65 -0.49 -0.854
C -2.23 -5.26 0.82 -0.227
C -3.11 -6.54 0.60 -1.599
C -0.97 -1.80 -2.19 0.243
C -0.30 -0.71 -3.13 0.052
C -1.31 0.30 -3.60 1.125
C -0.68 1.29 -4.47 -1.894
C 0.21 -4.29 -3.25 -0.772
C 1.00 -3.69 -4.44 -0.536
C 1.62 -4.78 -5.33 -0.887
C 2.78 -5.45 -4.55 -0.873
H 5.23 -3.88 -3.00 0.333
H 5.88 -2.38 -2.77 0.479
H 4.20 -2.56 -3.26 0.258
H 4.66 -2.15 -0.59 -0.051
H 5.07 -3.76 -0.58 0.506
H 2.64 -3.95 -0.20 0.395
H 2.73 -4.29 -1.78 0.390
H 2.26 -1.92 -2.43 0.655
H 1.71 -1.62 -0.75 -0.118
H -0.48 -3.13 0.49 -0.569
H 0.41 -4.57 0.04 0.972
H -1.42 -5.48 -1.14 0.467
H -2.45 -3.98 -0.87 0.358
H -2.74 -4.50 1.41 0.297
H -1.41 -5.71 1.38 0.218
H -3.61 -6.87 1.52 0.442
H -2.54 -7.37 0.17 0.388
H -4.00 -6.36 0.01 0.349
H -1.20 -1.41 -1.20 -0.950
H -1.77 -2.27 -2.76 1.185
H 0.16 -1.14 -4.02 0.955
H 0.53 -0.19 -2.65 -1.163
H -1.93 0.78 -2.84 -1.707
H -2.03 -0.25 -4.21 0.759
H -1.35 2.15 -4.57 0.470
H -0.66 0.92 -5.50 0.517
H 0.28 1.68 -4.13 0.014
H -0.81 -4.35 -3.62 0.659
H 0.53 -5.25 -2.85 0.589
H 1.90 -3.11 -4.18 0.247
H 0.40 -2.97 -4.99 0.484
H 1.98 -4.31 -6.24 0.411
H 0.85 -5.49 -5.62 0.358
H 3.34 -6.08 -5.24 0.447
H 2.49 -6.01 -3.65 0.269
H 3.53 -4.71 -4.30 0.052
C -3.32 4.90 1.26 -1.024
C -2.38 5.69 0.25 -0.525
N -1.22 4.87 -0.31 0.934
C -0.37 5.73 -1.33 -0.751
C -0.38 4.27 0.80 0.703
C 0.27 5.36 1.70 -1.676
C -1.61 3.61 -1.12 1.226
C -2.81 3.78 -2.01 -1.138
O -2.64 4.83 -3.01 -0.410
C -3.81 5.41 -3.61 -0.690
H -4.21 5.47 1.54 0.507
H -2.82 4.85 2.23 0.346
H -3.64 3.88 1.09 0.047
H -2.09 6.59 0.79 0.659
H -2.92 6.11 -0.60 0.532
H -0.97 6.07 -2.17 0.292
H 0.44 5.08 -1.64 0.173
H -0.03 6.63 -0.81 0.415
H 0.41 3.63 0.40 -0.290
H -0.90 3.55 1.43 -0.160
H 0.77 4.87 2.54 0.367
H -0.46 6.03 2.15 0.380
H 0.98 5.98 1.15 0.373
H -1.84 2.83 -0.39 -0.945
H -0.80 3.18 -1.71 -0.221
H -3.75 3.90 -1.46 0.606
H -2.89 2.80 -2.48 0.591
H -4.29 6.18 -3.01 0.292
H -4.53 4.62 -3.85 0.208
H -3.56 5.93 -4.54 0.303
C -4.93 0.91 3.02 -1.308
C -4.84 0.96 1.48 0.271
N -4.49 -0.43 0.88 0.800
C -3.44 -1.21 1.73 -0.996
C -5.76 -1.36 0.78 -0.571
C -5.56 -2.86 0.37 -0.844
C -3.91 -0.24 -0.53 0.703
C -4.81 0.42 -1.69 -1.570
O -5.39 1.69 -1.37 -0.150
C -6.33 2.30 -2.23 -0.893
H -3.92 0.76 3.40 0.256
H -5.46 0.03 3.36 0.291
H -5.30 1.89 3.34 0.440
H -4.00 1.55 1.12 -0.263
H -5.78 1.26 1.03 0.459
H -3.78 -1.43 2.75 0.594
H -2.55 -0.59 1.64 0.447
H -3.15 -2.12 1.20 -0.205
H -6.51 -0.82 0.20 0.584
H -6.19 -1.40 1.77 0.546
H -5.41 -3.44 1.28 0.307
H -4.66 -2.93 -0.24 -0.074
H -6.31 -3.39 -0.22 0.380
H -3.58 -1.22 -0.86 -0.390
H -3.01 0.34 -0.33 -0.030
H -5.55 -0.32 -2.02 0.689
H -4.27 0.52 -2.63 0.531
H -6.87 3.13 -1.78 0.294
H -6.99 1.57 -2.70 0.391
H -5.92 2.66 -3.17 0.287
C 3.96 3.86 3.61 -0.861
C 4.59 4.64 2.51 -0.749
C 4.93 3.86 1.19 -0.686
C 3.58 3.44 0.42 -0.344
N 3.82 2.42 -0.67 1.112
C 4.81 3.03 -1.74 -0.617
C 4.33 2.48 -3.09 -1.038
C 2.83 2.65 -2.99 -0.189
C 2.54 2.22 -1.57 0.613
C 4.28 1.05 -0.13 -1.046
H 3.86 4.52 4.47 0.417
H 4.73 3.14 3.87 0.291
H 3.08 3.33 3.23 0.030
H 5.60 5.01 2.75 0.457
H 4.00 5.55 2.38 0.331
H 5.56 3.04 1.54 0.342
H 5.56 4.45 0.52 0.490
H 3.28 4.30 -0.18 0.663
H 2.94 2.81 1.04 -0.379
H 5.83 2.65 -1.62 0.273
H 4.89 4.11 -1.64 0.526
H 4.79 1.49 -3.17 0.341
H 4.76 2.98 -3.96 0.504
H 2.35 2.03 -3.74 0.316
H 2.56 3.69 -3.17 0.327
H 2.42 1.14 -1.57 -0.838
H 1.66 2.65 -1.10 -0.171
H 3.48 0.46 0.31 -0.202
H 5.13 1.17 0.55 0.512
H 4.42 0.43 -1.01 0.558
C -0.09 -5.59 5.63 -1.379
C 0.55 -4.74 4.54 -0.253
C 0.69 -3.22 4.78 -0.190
C 1.58 -2.54 3.75 -0.608
N 1.82 -1.03 3.98 0.951
C 2.75 -0.51 2.87 0.996
C 4.24 -0.68 3.25 -0.414
C 4.16 -0.99 4.76 -0.948
C 2.68 -0.75 5.22 -0.672
C 0.44 -0.24 4.03 -1.003
H 0.23 -5.27 6.62 0.360
H -0.04 -6.66 5.43 0.391
H -1.17 -5.42 5.56 0.322
H 0.10 -5.03 3.59 -0.071
H 1.57 -5.10 4.44 0.388
H 0.93 -3.08 5.83 0.294
H -0.29 -2.76 4.69 0.313
H 1.18 -2.62 2.74 -0.150
H 2.54 -3.03 3.60 0.701
H 2.51 0.55 2.79 -0.336
H 2.54 -0.95 1.89 -0.899
H 4.80 0.25 3.29 0.378
H 4.79 -1.50 2.78 0.360
H 4.71 -0.26 5.36 0.426
H 4.38 -2.00 5.09 0.301
H 2.39 0.27 5.46 0.562
H 2.32 -1.36 6.06 0.441
H 0.47 0.77 3.62 0.393
H -0.04 -0.24 5.00 0.481
H -0.20 -0.82 3.37 0.087
```

Output
E_HOMO	-14.33	eV
frontier orbital gap	0.339	Eh
spin multiplicity	1
energy	-92075.372	eV
net charge	+3